Below is a cluster of 7 separate species, C26H36N6OS in total, with properties calculated with ωB97M-V/def2-TZVPD.

The geometry in XYZ format:
```
70
Properties=species:S:1:pos:R:3:forces:R:3
N -3.1924 2.2357 -0.5944 0.5 0.6 -0.4
C -4.0276 1.3004 -1.1333 0.0 0.6 0.0
C -5.1951 1.3542 -0.4237 -0.5 -1.1 -0.1
C -5.0584 2.2932 0.6141 0.9 1.2 -0.5
C -3.8029 2.8914 0.4308 -1.5 -0.7 0.4
H -2.3211 2.5092 -1.0462 -0.4 -0.3 0.1
H -3.7802 0.7913 -2.0495 0.1 -0.2 0.1
H -6.0368 0.7125 -0.6401 -0.1 0.1 0.2
H -5.8232 2.6449 1.2855 0.0 -0.1 0.2
H -3.4134 3.7582 0.9353 0.4 -0.1 0.0
N -0.7817 -1.1843 6.4170 0.2 0.2 -0.2
C -1.6603 -1.5346 5.4299 -1.3 0.4 0.8
C -2.3260 -0.3869 5.0521 1.3 0.2 -0.3
C -1.6470 0.7169 5.6985 -1.3 -0.1 -0.5
C -0.7669 0.1835 6.5695 1.0 -1.1 0.6
H -0.2911 -1.8044 7.0328 0.1 -0.2 -0.2
H -1.9279 -2.5595 5.2373 0.2 -0.1 -0.1
H -3.0996 -0.3265 4.3047 0.0 0.0 0.0
H -1.8356 1.7636 5.5291 -0.1 0.0 0.1
H -0.0595 0.5402 7.3011 -0.2 0.6 -0.2
N -0.8382 -2.3835 -5.4807 -0.4 0.3 -0.5
C -1.1229 -1.0767 -5.7128 -0.1 1.6 0.3
C -1.2911 -0.4143 -4.5090 0.3 -0.8 -1.2
C -1.1322 -1.4010 -3.5284 0.1 -0.6 0.9
C -0.8756 -2.6290 -4.1355 -0.1 1.1 0.4
H -0.7040 -3.0161 -6.2461 0.0 -0.4 0.3
H -1.1754 -0.5809 -6.6705 0.1 -0.6 -0.2
H -1.4530 0.6449 -4.4129 -0.1 0.0 0.2
H -1.1793 -1.1725 -2.4724 0.0 -0.5 0.0
H -0.7283 -3.6086 -3.7187 0.1 0.0 0.0
N -0.4141 0.6068 0.0987 1.0 -0.6 -0.7
C 0.7729 -0.0576 0.2290 0.1 -1.0 1.1
C 0.8966 -0.4236 1.5748 0.6 1.0 -1.0
C -0.1742 0.1830 2.2708 -0.5 -0.9 -0.5
C -1.0077 0.7045 1.3064 -0.7 0.9 0.7
H -0.7261 0.9142 -0.8091 -0.4 0.2 0.2
H 1.3688 -0.3355 -0.6243 0.0 0.2 0.0
H 1.7138 -0.9644 2.0253 0.0 0.0 -0.1
H -0.3906 0.0648 3.3177 -0.1 0.2 0.0
H -1.9871 1.1503 1.3770 0.1 0.1 0.2
N 1.4077 -6.3988 0.3753 0.6 -0.3 0.1
C 2.6637 -6.0349 -0.0241 0.1 -0.4 -0.3
C 2.6480 -4.6950 -0.2888 0.5 -0.1 0.5
C 1.3660 -4.2122 0.0366 -0.6 -0.3 -0.3
C 0.6051 -5.3072 0.4430 0.0 1.0 -0.7
H 1.1305 -7.3536 0.4998 -0.2 0.0 0.2
H 3.4489 -6.7657 -0.1328 0.0 0.0 0.0
H 3.5074 -4.1182 -0.5890 0.0 0.0 -0.1
H 1.0751 -3.1954 -0.1780 -0.4 -0.1 0.4
H -0.4506 -5.4288 0.6166 0.0 0.2 0.2
N 4.1256 -0.0109 0.2512 0.1 -0.8 -0.2
C 4.3954 1.0249 1.0981 0.6 -0.5 -0.4
C 4.9955 2.0050 0.3375 0.0 0.0 0.1
C 5.0613 1.5224 -0.9925 0.1 -0.2 -0.6
C 4.5311 0.2526 -1.0290 0.4 0.6 0.7
H 3.9570 -0.9529 0.5605 -0.4 0.1 0.1
H 4.2935 0.8036 2.1469 -0.2 0.6 0.1
H 5.4616 2.9282 0.6398 -0.3 0.1 0.3
H 5.5325 2.0305 -1.8198 -0.1 0.0 0.0
H 4.5504 -0.5234 -1.7734 -0.2 0.1 -0.2
C -0.3921 5.2678 -2.6973 -0.1 0.5 -0.1
S -0.4904 3.9409 -1.4905 1.3 -0.4 -1.0
O -0.8936 2.7250 -2.2884 -0.6 0.0 0.4
C 1.2745 3.5415 -1.2583 0.1 0.1 1.2
H 0.1829 4.9981 -3.5826 0.5 -0.1 0.4
H -0.0283 6.1454 -2.1595 0.3 0.0 -0.2
H -1.3647 5.5427 -3.1107 -0.3 -0.4 0.5
H 1.2512 2.7583 -0.4927 -0.2 -0.3 -0.4
H 1.9364 4.2506 -0.7538 -0.4 0.6 -0.5
H 1.7127 3.1556 -2.1740 -0.2 0.1 -0.2
```
Positions in Å, forces in eV/Å.

Computed properties:
- energy above the lowest of the compared OMol25 structures with the same formula, charge and spin (eV) = 5.297
- net charge = 0
- orbital gap (eV) = 8.10
- E (Eh) = -1814.1697

***

Below is a structure of composition C26H36NOSiV, with properties calculated with ωB97M-V/def2-TZVPD.

The geometry in XYZ format:
```
66
Properties=species:S:1:pos:R:3:forces:R:3
C 2.0981 -0.2671 1.7174 0.2 0.5 -0.7
C 2.1434 -1.1664 0.6069 0.4 1.1 -0.4
C 1.8496 -0.4267 -0.5808 0.4 0.3 1.2
H 2.4798 -2.1928 0.6361 -0.2 0.1 0.1
C 1.6594 0.9512 -0.2088 0.2 -1.2 0.9
C 1.8219 1.0521 1.1992 -0.1 -1.0 -0.3
H 1.4752 1.7684 -0.8924 -0.2 -0.1 0.1
C -1.4014 -2.1614 2.1903 0.4 -0.1 -0.4
C -0.1282 -2.6328 1.7459 0.1 -0.1 -0.4
C -0.1233 -2.5923 0.3059 -1.6 -0.6 0.1
H 0.6792 -3.0527 2.3521 -0.5 0.3 -0.1
C -1.4048 -2.0782 -0.1036 1.3 -0.5 0.4
C -2.1894 -1.8680 1.0554 0.7 0.5 -0.2
H 1.8280 -0.8226 -1.5887 0.0 0.1 0.1
H 1.7947 1.9739 1.7688 -0.2 -0.3 -0.1
H 2.4110 -0.5043 2.7260 -0.2 0.1 -0.1
H -3.2167 -1.5187 1.0181 0.3 0.2 0.3
H 0.5780 -3.0172 -0.3989 0.1 0.1 0.4
H -1.7365 -2.0777 3.2171 0.2 0.0 -0.2
V -0.0156 -0.5369 0.9322 1.4 -0.7 1.3
C -1.6942 -1.6172 -1.5088 -0.1 -0.3 -0.3
C -3.2148 -1.4788 -1.6654 0.1 -0.1 0.0
C -1.0931 -2.5906 -2.5352 -0.2 -0.2 -0.1
H -3.6452 -2.4508 -1.3853 -0.1 0.3 -0.2
H -3.5148 -1.2409 -2.6970 0.2 0.0 0.3
H -3.6036 -0.7055 -0.9845 0.0 -0.3 -0.4
H -1.4742 -3.5992 -2.3479 0.1 0.1 -0.2
H 0.0084 -2.6111 -2.4849 -0.4 0.0 0.0
H -1.3663 -2.2818 -3.5552 0.0 -0.1 0.3
C -0.8950 -0.3081 -1.6563 0.3 0.9 0.7
C -1.6841 0.9532 -1.7118 -0.4 0.6 1.8
H -0.1276 -0.3539 -2.4272 -0.3 -0.1 0.2
H -0.3156 -0.0898 -0.7009 -0.8 0.1 -2.5
O -2.2226 1.2969 -0.6457 0.2 -0.1 -2.4
N -1.6569 1.6493 -2.9277 -0.4 0.1 0.1
C -0.4369 2.4753 -3.1495 0.0 0.1 -0.2
H -2.5070 2.1956 -3.0423 0.3 0.2 0.2
C 0.8189 1.7185 -3.5614 0.0 0.0 -0.7
C 2.0592 2.3369 -3.3521 -0.4 -0.5 0.2
H 2.0657 3.3345 -2.9087 0.2 -0.3 0.0
C 3.2395 1.6771 -3.6884 -0.2 0.2 -0.1
H 4.1895 2.1678 -3.4965 -0.1 -0.1 -0.1
C 3.1935 0.4176 -4.2856 -0.1 -0.1 0.0
H 4.1156 -0.0828 -4.5766 -0.2 0.1 0.2
C 1.9608 -0.1748 -4.5678 -0.4 0.5 -0.1
H 1.9021 -1.1469 -5.0544 0.1 0.2 0.0
C 0.7682 0.5058 -4.2696 0.4 0.1 0.3
H -0.2063 0.0962 -4.5619 0.4 0.1 0.2
H -0.2252 3.0659 -2.2361 0.0 -0.1 -0.4
H -0.6592 3.1858 -3.9654 -0.1 -0.3 0.4
C -1.7048 1.4794 5.1070 0.2 -0.1 -0.2
Si -0.2751 0.8494 4.0379 -0.2 0.2 0.0
C 1.1712 2.0333 4.3469 0.0 0.0 -0.2
C 0.2816 -0.8261 4.7077 0.0 -0.1 0.1
C -0.8509 0.7670 2.2093 -0.7 0.7 0.4
H -1.4481 1.4042 6.1715 0.0 0.0 -0.2
H -2.6304 0.9150 4.9413 0.1 0.1 0.0
H -1.9091 2.5333 4.8821 0.0 -0.2 0.0
H 1.3770 2.0144 5.4275 -0.1 0.0 -0.2
H 2.1013 1.7576 3.8374 -0.1 0.0 0.2
H 0.9411 3.0720 4.0749 0.0 -0.2 0.0
H -0.5803 -1.4724 4.9132 0.2 0.1 0.1
H 0.9811 -1.3981 4.0825 -0.2 0.2 0.1
H 0.7871 -0.6270 5.6632 -0.1 -0.1 -0.1
H -1.9402 0.5776 2.1282 0.5 0.2 0.3
H -0.6826 1.7467 1.7217 -0.1 -0.2 0.2
```
Positions in Å, forces in eV/Å.

Computed properties:
- net charge = +1
- multiplicity = 2
- orbital gap (alpha / beta) (eV) = 7.91 / 8.53
- E (Eh) = -2375.5383

***

Below is an isolated molecule of C26H36O3, with properties calculated with ωB97M-V/def2-TZVPD.

The geometry in XYZ format:
```
65
Properties=species:S:1:pos:R:3:forces:R:3
C -1.3542 -1.1525 -1.9395 0.1 0.1 0.1
H -1.6637 -1.1519 -2.9828 -0.1 0.0 -0.1
H -2.1955 -0.8272 -1.3334 -0.2 0.0 0.0
H -1.1024 -2.1738 -1.6634 0.0 -0.1 0.0
C -0.1477 -0.2372 -1.7384 0.1 -0.3 -0.1
C 0.2141 -0.1455 -0.2491 -0.1 0.1 0.0
C -0.7308 0.7366 0.5617 0.3 0.1 -0.1
H -0.3751 0.7485 1.5921 -0.1 0.0 0.0
H -1.7394 0.3190 0.5682 -0.1 0.0 0.1
C -0.7750 2.1523 -0.0190 -0.2 -0.2 0.0
C -1.6268 3.1104 0.7874 0.0 0.0 -0.1
C -1.5408 3.1234 2.1772 -0.1 0.1 0.0
C -2.2881 3.9861 2.9503 -0.2 0.2 0.1
C -3.1522 4.8837 2.3347 0.1 -0.1 -0.3
C -3.2246 4.9043 0.9518 0.0 0.0 0.2
C -2.4685 4.0362 0.1730 -0.1 0.0 0.1
C -2.5968 4.1375 -1.3230 0.1 0.0 -0.2
C -1.4384 3.4571 -2.0397 -0.3 -0.2 0.1
C -1.2704 2.0550 -1.4632 0.4 0.2 -0.2
C -0.3762 1.1682 -2.3312 0.0 0.0 0.2
H -0.8740 1.0451 -3.3012 0.0 0.0 0.0
C 1.0351 1.6905 -2.6059 -0.1 0.0 -0.1
H 1.5074 2.0300 -1.6856 0.0 0.1 0.1
H 1.0363 2.5175 -3.3141 0.0 0.1 0.0
C 1.7680 0.4681 -3.1601 0.1 0.0 0.2
H 1.6909 0.4368 -4.2467 0.0 0.0 0.0
H 2.8240 0.4628 -2.8938 0.0 0.0 -0.1
C 1.0709 -0.7609 -2.5524 -0.4 0.1 -0.5
H 0.7220 -1.4483 -3.3312 0.1 0.1 0.1
O 2.0171 -1.4752 -1.7513 0.2 0.3 0.1
C 1.9113 -2.8021 -1.6737 0.3 -0.3 0.1
O 1.0522 -3.4493 -2.2143 -0.1 -0.1 0.0
C 3.0310 -3.3809 -0.8360 -0.1 -0.2 0.1
H 3.5525 -2.5683 -0.3324 0.1 0.0 0.0
H 3.7263 -3.8702 -1.5224 0.0 0.1 0.0
C 2.4998 -4.4115 0.1626 -0.2 0.3 -0.1
C 1.5604 -3.7930 1.1964 0.3 -0.2 -0.1
C 1.0037 -4.8408 2.1866 -0.1 0.0 0.0
H -0.0625 -4.9893 2.0182 0.0 -0.1 0.0
C 1.2565 -4.2850 3.5948 -0.1 0.0 0.0
H 2.1730 -4.7097 4.0073 0.0 0.0 0.1
H 0.4412 -4.5111 4.2804 0.0 -0.1 0.1
C 1.4438 -2.7856 3.3814 0.2 0.0 0.1
H 1.9626 -2.3045 4.2097 -0.1 0.1 0.0
H 0.4747 -2.3008 3.2509 -0.1 0.1 0.0
C 2.2321 -2.7306 2.0775 -0.3 0.1 0.0
H 2.2172 -1.7412 1.6231 0.1 0.1 -0.1
H 3.2704 -3.0106 2.2673 0.1 0.0 0.0
H 1.4941 -5.8046 2.0523 0.0 -0.1 -0.1
H 0.7250 -3.3332 0.6593 0.0 0.0 0.0
H 1.9588 -5.1803 -0.3928 0.1 -0.1 0.0
H 3.3432 -4.8831 0.6718 0.0 -0.1 0.0
H -2.2617 1.5864 -1.4407 -0.1 0.0 0.1
H -0.5225 4.0315 -1.8902 0.1 0.0 0.0
H -1.6396 3.4100 -3.1119 0.1 0.0 -0.1
H -2.6578 5.1898 -1.6112 -0.1 0.0 0.0
H -3.5373 3.6648 -1.6264 0.0 0.0 -0.1
H -3.8800 5.6150 0.4623 -0.1 0.1 -0.1
O -3.8882 5.7241 3.1150 -0.1 0.1 0.1
H -4.4337 6.2901 2.5560 0.1 -0.1 0.0
H -2.2143 3.9823 4.0258 0.0 0.0 0.1
H -0.8658 2.4470 2.6779 0.1 -0.1 0.1
H 0.2475 2.5518 -0.0169 0.0 -0.1 -0.1
H 1.2278 0.2483 -0.1542 0.1 0.0 0.1
H 0.2130 -1.1516 0.1750 0.1 0.0 0.0
```
Positions in Å, forces in eV/Å.

Computed properties:
- SMILES string = C[C@]12CC[C@@H]3c4ccc(O)cc4CC[C@H]3[C@H]1CC[C@H]2OC(=O)CCC1CCCC1
- energy above the lowest of the compared OMol25 structures with the same formula, charge and spin (eV) = 0.000
- net charge = 0
- orbital gap (eV) = 9.07
- E (Eh) = -1238.1192